A molecular structure, C45H58B2IKN7O5P, computed with ωB97M-V with the def2-TZVPD basis set.

Properties
* HOMO-LUMO gap (alpha / beta): 6.208 / 5.651 eV
* total charge: -2
* E_LUMO (alpha / beta): 3.5 / 3.2 eV

Geometry (Å):
K (-1.242, 0.547, 0.525)
C (1.940, 4.588, 1.771)
C (1.172, 3.611, 2.674)
C (1.528, 2.172, 2.323)
C (-0.304, 3.879, 2.608)
C (-0.992, 4.927, 3.256)
C (-2.307, 4.742, 2.893)
N (-2.376, 3.660, 2.090)
N (-1.147, 3.134, 1.912)
B (-3.708, 3.022, 1.629)
N (-3.850, 2.900, 0.093)
C (-4.991, 3.223, -0.553)
C (-4.835, 2.919, -1.883)
C (-3.542, 2.361, -1.965)
N (-2.962, 2.372, -0.773)
C (-2.893, 1.786, -3.192)
C (-3.667, 0.542, -3.649)
C (-1.421, 1.440, -2.983)
N (-3.983, 1.688, 2.362)
C (-5.161, 1.338, 2.915)
C (-5.061, 0.037, 3.356)
C (-3.747, -0.344, 3.019)
N (-3.116, 0.663, 2.435)
C (-3.088, -1.676, 3.212)
C (-2.877, -1.991, 4.693)
C (-3.889, -2.778, 2.514)
H (3.018, 4.426, 1.860)
H (1.724, 5.623, 2.041)
H (1.649, 4.437, 0.730)
H (1.477, 3.800, 3.709)
H (1.263, 1.969, 1.280)
H (1.012, 1.453, 2.958)
H (2.603, 2.009, 2.431)
H (-0.584, 5.694, 3.894)
H (-3.197, 5.288, 3.157)
H (-4.591, 3.774, 1.980)
H (-5.822, 3.656, -0.022)
H (-5.549, 3.053, -2.680)
H (-2.964, 2.546, -3.980)
H (-3.665, -0.205, -2.856)
H (-3.213, 0.113, -4.548)
H (-4.706, 0.792, -3.872)
H (-1.343, 0.581, -2.314)
H (-0.853, 2.277, -2.575)
H (-0.978, 1.138, -3.937)
H (-5.986, 2.030, 2.948)
H (-5.825, -0.553, 3.835)
H (-2.107, -1.614, 2.729)
H (-3.836, -2.029, 5.216)
H (-2.261, -1.225, 5.165)
H (-2.383, -2.958, 4.814)
H (-4.859, -2.908, 3.002)
H (-3.355, -3.730, 2.560)
H (-4.064, -2.527, 1.468)
O (-4.145, -2.035, -1.135)
C (-2.912, -2.154, -1.094)
O (-2.067, -1.224, -1.003)
C (-2.387, -3.600, -1.178)
C (-3.303, -4.552, -1.629)
C (-2.964, -5.886, -1.747)
C (-1.685, -6.294, -1.389)
C (-0.771, -5.362, -0.933)
C (-1.094, -4.003, -0.829)
P (0.195, -2.821, -0.232)
C (1.375, -3.911, 0.668)
C (1.428, -3.684, 2.043)
C (2.368, -4.322, 2.840)
C (3.284, -5.190, 2.267)
C (3.229, -5.443, 0.903)
C (2.282, -4.816, 0.112)
C (1.073, -2.475, -1.810)
C (0.347, -2.266, -2.983)
C (0.987, -1.883, -4.153)
C (2.364, -1.709, -4.179)
C (3.093, -1.903, -3.014)
C (2.454, -2.257, -1.837)
H (-4.294, -4.193, -1.867)
H (-3.693, -6.604, -2.106)
H (-1.397, -7.336, -1.461)
H (0.212, -5.703, -0.642)
H (0.767, -2.943, 2.480)
H (2.426, -4.083, 3.894)
H (4.075, -5.622, 2.864)
H (3.964, -6.097, 0.450)
H (2.272, -5.001, -0.956)
H (-0.729, -2.392, -2.973)
H (0.403, -1.724, -5.053)
H (2.864, -1.424, -5.098)
H (4.169, -1.779, -3.018)
H (3.038, -2.390, -0.937)
N (3.111, -0.857, 1.341)
C (3.316, -0.872, 2.695)
O (2.380, -1.000, 3.486)
C (4.687, -0.692, 3.128)
I (6.849, -3.137, 2.158)
H (2.190, -0.684, 0.980)
H (3.890, -0.702, 0.726)
H (4.939, -0.923, 4.149)
H (5.453, -0.352, 2.449)
C (2.315, 3.243, -3.768)
C (2.804, 3.331, -2.325)
C (3.528, 4.640, -2.080)
O (1.625, 3.291, -1.482)
B (1.433, 1.982, -1.146)
O (2.475, 1.175, -1.499)
C (3.569, 2.055, -1.870)
C (4.396, 2.286, -0.610)
C (4.405, 1.387, -2.943)
H (1.617, 4.060, -3.951)
H (1.794, 2.300, -3.935)
H (3.143, 3.323, -4.473)
H (2.906, 5.466, -2.425)
H (4.472, 4.659, -2.630)
H (3.730, 4.782, -1.021)
H (3.791, 2.762, 0.164)
H (5.268, 2.906, -0.818)
H (4.742, 1.323, -0.235)
H (3.781, 1.041, -3.763)
H (4.921, 0.524, -2.520)
H (5.154, 2.087, -3.323)

These are the Löwdin partial charges, in e, on atoms 1 to 8: number 1, K, carries 0.65; number 2, C, carries -0.06; number 3, C, carries -0.35; number 4, C, carries -0.07; number 5, C, carries -0.30; number 6, C, carries -0.04; number 7, C, carries -0.10; number 8, N, carries -0.03



A molecular structure, C45H58BF8Li2O27 in a non-equilibrium geometry, computed with ωB97M-V with the def2-TZVPD basis set.

Properties
* HOMO-LUMO gap: 8.777 eV
* total charge: +1
* E_LUMO: -2.6 eV

Geometry (Å):
Li (-0.231, -2.660, 3.472)
Li (-2.626, -0.974, -5.318)
O (1.598, 1.460, -4.010)
C (0.952, 1.013, -3.019)
O (1.416, 0.995, -1.739)
B (0.394, 0.396, -0.861)
O (-0.675, -0.019, -1.802)
C (-0.422, 0.285, -3.033)
O (-1.143, 0.073, -3.999)
O (-0.246, 1.300, 0.088)
C (0.002, 0.943, 1.413)
O (-0.462, 1.408, 2.421)
C (0.821, -0.366, 1.284)
O (0.970, -0.656, -0.004)
O (1.274, -0.999, 2.235)
O (-6.806, -0.588, 0.806)
C (-5.711, -0.015, 0.624)
O (-5.130, -0.236, -0.549)
C (-3.764, 0.308, -0.603)
C (-3.511, 0.893, 0.762)
C (-4.888, 0.912, 1.465)
H (-3.557, 0.988, -1.429)
H (-3.230, -0.582, -0.936)
H (-3.102, 1.899, 0.671)
H (-2.797, 0.315, 1.349)
H (-5.384, 1.882, 1.499)
H (-4.709, 0.539, 2.473)
O (-2.485, 0.562, -6.654)
C (-1.449, 1.249, -6.844)
O (-1.228, 2.525, -6.344)
C (0.107, 2.983, -6.528)
C (0.640, 2.167, -7.616)
C (-0.271, 0.874, -7.717)
H (0.745, 2.980, -5.644)
H (0.043, 4.030, -6.825)
H (1.720, 2.048, -7.533)
H (0.571, 2.766, -8.524)
H (0.209, 0.040, -7.204)
H (-0.629, 0.696, -8.731)
O (3.980, -1.204, 6.880)
C (3.495, -0.450, 6.068)
O (4.227, 0.343, 5.280)
C (3.457, 0.904, 4.241)
C (2.165, 1.179, 4.961)
C (2.064, -0.097, 5.862)
H (3.293, 0.266, 3.373)
H (3.967, 1.805, 3.899)
H (1.280, 1.338, 4.346)
H (2.258, 2.011, 5.659)
H (1.655, -0.985, 5.380)
H (1.555, -0.027, 6.823)
O (0.010, -3.654, 1.638)
C (0.591, -4.376, 0.867)
O (0.975, -5.651, 1.121)
C (1.438, -6.313, -0.059)
C (1.960, -5.175, -0.918)
C (1.382, -3.930, -0.366)
H (0.591, -6.801, -0.542)
H (2.203, -7.065, 0.134)
H (1.719, -5.323, -1.971)
H (3.042, -5.061, -0.985)
H (0.727, -3.373, -1.036)
H (2.209, -3.305, -0.030)
O (-4.095, 0.159, -4.392)
C (-5.156, 0.380, -3.816)
O (-5.559, 1.605, -3.374)
C (-6.742, 1.468, -2.577)
C (-7.437, 0.207, -3.001)
C (-6.326, -0.611, -3.720)
H (-7.294, 2.394, -2.741)
H (-6.403, 1.547, -1.544)
H (-8.144, 0.403, -3.807)
H (-7.942, -0.257, -2.153)
H (-6.649, -1.048, -4.665)
H (-5.984, -1.363, -3.008)
O (4.645, 1.628, 0.980)
C (3.769, 2.505, 0.810)
O (3.039, 3.058, 1.840)
C (1.940, 3.768, 1.390)
C (1.963, 3.798, -0.142)
C (3.364, 3.258, -0.462)
H (1.998, 4.737, 1.887)
H (1.028, 3.250, 1.686)
H (1.645, 4.820, -0.347)
H (1.322, 3.082, -0.655)
H (3.990, 4.141, -0.592)
H (3.474, 2.624, -1.342)
O (-2.501, -2.569, -4.036)
C (-2.778, -2.820, -2.847)
O (-4.055, -2.670, -2.405)
C (-4.267, -3.214, -1.129)
C (-2.848, -3.717, -0.697)
C (-1.896, -3.251, -1.786)
H (-4.943, -4.046, -1.329)
H (-4.725, -2.464, -0.484)
H (-2.855, -4.806, -0.658)
H (-2.508, -3.241, 0.223)
H (-1.139, -3.926, -2.184)
H (-1.428, -2.320, -1.466)
O (-0.878, -0.897, 4.393)
C (-1.552, -0.163, 5.154)
O (-1.265, -0.092, 6.461)
C (-2.097, 0.782, 7.237)
C (-3.296, 0.790, 6.311)
C (-2.790, 0.671, 4.877)
H (-1.605, 1.754, 7.269)
H (-2.302, 0.455, 8.257)
H (-3.869, 1.701, 6.481)
H (-3.974, 0.021, 6.684)
H (-2.405, 1.558, 4.374)
H (-3.464, 0.119, 4.222)
O (-0.852, 6.044, -0.882)
C (-1.493, 5.387, -1.744)
O (-2.387, 5.951, -2.489)
C (-3.070, 5.021, -3.308)
C (-2.314, 3.698, -3.147)
C (-1.248, 3.958, -2.111)
H (-3.061, 5.226, -4.379)
H (-4.068, 4.908, -2.887)
H (-1.943, 3.345, -4.109)
H (-3.032, 2.955, -2.800)
H (-0.223, 3.811, -2.450)
H (-1.411, 3.326, -1.238)
C (8.171, -2.494, 2.863)
C (9.472, -1.998, 2.160)
C (10.719, -2.424, 2.939)
F (11.867, -2.181, 2.318)
F (10.779, -1.837, 4.098)
F (9.400, -2.358, 0.926)
F (9.497, -0.632, 2.124)
O (7.032, -2.079, 2.170)
C (5.835, -2.764, 2.613)
C (4.599, -2.289, 1.798)
F (4.820, -2.525, 0.516)
F (3.420, -2.820, 2.235)
F (6.022, -4.050, 2.475)
F (5.607, -2.554, 3.893)
H (8.044, -2.034, 3.843)
H (8.287, -3.578, 2.849)
H (10.641, -3.511, 2.977)
H (4.640, -1.200, 1.848)

These are the Löwdin partial charges, in e, on atoms 1 to 8: number 1, Li, carries 0.78; number 2, Li, carries 0.73; number 3, O, carries 0.10; number 4, C, carries -0.26; number 5, O, carries 0.20; number 6, B, carries -0.91; number 7, O, carries 0.22; number 8, C, carries -0.35